[1]
{"formula": "C3H10N", "method": "wB97M-V/def2-TZVPD", "gap_ha": 0.4889, "total_charge": 1, "homo_ev": -17.0, "e_above_lowest_kj_mol": 34.1, "multiplicity": 1, "smiles": "CC(C)[NH3+]", "max_force_ev_per_a": 2.14, "elements": ["C", "C", "C", "N", "H", "H", "H", "H", "H", "H", "H", "H", "H", "H"], "coordinates": [[-0.907, 1.178, -0.173], [-0.335, -0.221, -0.004], [0.450, -0.710, -1.197], [0.602, -0.269, 1.247], [-1.740, 1.335, 0.541], [-0.177, 1.963, -0.050], [-1.185, 1.295, -1.222], [-1.079, -0.955, 0.295], [0.843, 0.014, -1.900], [-0.151, -1.431, -1.761], [1.406, -1.269, -1.012], [1.308, -1.000, 1.159], [1.147, 0.592, 1.353], [0.085, -0.340, 2.124]], "atomic_forces_ev_per_a": [[-0.567, -0.425, 0.315], [0.927, 0.085, 0.568], [1.322, -1.466, -0.830], [0.250, 0.969, -0.068], [0.317, 0.159, -0.701], [0.528, 0.158, 0.339], [-0.594, -0.140, 0.260], [-0.239, 0.081, -0.324], [-0.557, 0.732, 0.050], [-0.003, 0.299, -0.008], [-0.926, 0.160, 0.582], [-0.313, -0.358, 0.152], [-0.099, 0.114, -0.299], [-0.048, -0.368, -0.037]]}

=====

[2]
{"formula": "C2H7O", "method": "wB97M-V/def2-TZVPD", "gap_ha": 0.2678, "total_charge": 1, "homo_ev": -15.2, "e_above_lowest_kj_mol": 161.6, "multiplicity": 1, "max_force_ev_per_a": 6.47, "elements": ["O", "H", "H", "H", "C", "C", "H", "H", "H", "H"], "coordinates": [[0.711, -1.020, 2.214], [1.266, -1.575, 2.618], [0.603, -0.389, 3.018], [1.111, 0.575, -1.221], [-0.975, 0.315, -1.820], [0.018, 0.825, -1.026], [-0.819, -0.671, -2.335], [-2.028, 0.771, -1.954], [-0.160, 0.583, 0.175], [0.075, 2.022, -0.934]], "atomic_forces_ev_per_a": [[-3.538, 5.412, 0.225], [3.643, -4.111, 1.846], [-0.190, -1.137, -2.210], [-1.585, -0.674, 0.189], [-2.378, -1.322, -0.873], [3.261, 3.539, 2.624], [-0.145, 1.027, 0.289], [1.835, -0.559, 0.379], [-0.002, 0.117, -2.372], [-0.899, -2.291, -0.097]]}

=====

[3]
{"formula": "C4H5KO6", "method": "wB97M-V/def2-TZVPD", "gap_ha": [0.3423, 0.2376], "total_charge": 1, "homo_ev": [-13.4, -13.4], "e_above_lowest_kj_mol": 0.0, "s_squared": 0.76, "multiplicity": 2, "max_force_ev_per_a": 2.47, "elements": ["O", "C", "O", "K", "O", "O", "C", "O", "O", "C", "C", "H", "H", "H", "H", "H"], "coordinates": [[-0.723, 1.828, -2.605], [-0.433, 2.478, -1.604], [-0.427, 3.745, -1.763], [-1.033, 1.088, -5.158], [-0.199, 1.991, -0.363], [-0.057, -1.373, 0.955], [0.540, -2.199, 1.797], [1.021, -1.874, 2.854], [0.646, -3.380, 1.202], [0.127, 0.031, 1.132], [-0.235, 0.557, -0.240], [0.882, -4.042, 1.865], [1.161, 0.300, 1.379], [-0.558, 0.383, 1.912], [-1.274, 0.267, -0.453], [0.562, 0.200, -0.909]], "atomic_forces_ev_per_a": [[0.185, -0.155, -0.230], [-0.159, -1.384, 2.038], [0.208, 0.297, 0.196], [0.003, 0.076, 0.170], [-0.061, 1.643, -1.301], [-0.345, 0.535, -1.022], [1.523, 0.521, 0.932], [-0.527, -0.341, -0.353], [-0.561, -0.529, 0.044], [-0.213, 0.607, 0.677], [-0.050, -0.310, -0.705], [0.194, 0.070, 0.056], [-0.239, -0.308, 0.167], [0.284, 0.070, -0.111], [0.603, -0.387, -0.394], [-0.846, -0.405, -0.165]]}

=====

[4]
{"formula": "C3H14N2O2", "method": "wB97M-V/def2-TZVPD", "gap_ha": [0.0934, 0.3430], "total_charge": -1, "homo_ev": [0.9, -6.0], "e_above_lowest_kj_mol": 137.9, "s_squared": 0.75, "multiplicity": 2, "max_force_ev_per_a": 3.25, "elements": ["C", "C", "C", "N", "N", "H", "H", "H", "H", "H", "H", "H", "H", "H", "H", "H", "H", "O", "H", "H", "O"], "coordinates": [[-0.611, 1.687, -0.833], [-1.076, 0.348, -0.119], [-0.038, -0.322, 0.789], [0.205, -1.797, 0.693], [-1.336, 3.009, -0.537], [0.441, 1.921, -0.582], [-0.840, 1.678, -1.880], [-1.965, 0.610, 0.589], [-1.463, -0.357, -0.873], [-0.252, 0.078, 1.755], [0.938, 0.109, 0.550], [-0.278, -2.142, -0.134], [1.159, -1.791, 0.369], [-0.998, 3.794, -1.183], [-1.144, 3.287, 0.393], [2.344, 0.587, -1.344], [2.677, 1.352, -2.552], [2.449, 0.487, -2.276], [-0.547, -4.722, 2.692], [0.029, -3.632, 1.886], [0.305, -4.184, 2.599]], "atomic_forces_ev_per_a": [[-0.257, 1.698, 0.996], [-1.843, 1.261, 0.644], [0.963, 0.578, -1.073], [-0.798, 0.653, -0.207], [-0.332, -0.371, -1.247], [-0.192, -0.844, -0.704], [0.755, -0.850, -0.681], [1.129, -0.400, -1.522], [0.120, 0.256, 0.192], [-0.050, -0.588, 1.125], [-0.039, 0.334, -0.022], [-0.239, 0.096, 0.100], [0.612, -0.590, 0.091], [-0.289, -1.838, 1.203], [0.324, 0.492, 1.015], [-0.085, 0.105, 1.711], [0.489, 1.761, -0.614], [-0.346, -1.911, -1.106], [1.913, 0.831, 0.190], [0.205, 1.643, -1.114], [-2.038, -2.316, 1.023]]}

=====

[5]
{"formula": "C2H6O2Sm", "method": "wB97M-V/def2-TZVPD", "gap_ha": [0.2401, 0.2849], "total_charge": 1, "homo_ev": [-13.5, -13.6], "s_squared": 8.78, "multiplicity": 6, "max_force_ev_per_a": 5.05, "elements": ["O", "O", "H", "Sm", "C", "C", "H", "H", "H", "H", "H"], "coordinates": [[3.178, 1.222, -1.155], [0.454, 0.227, 1.119], [2.545, 1.825, -1.616], [2.633, -0.107, 0.501], [-0.880, 0.204, 0.740], [-1.252, -0.946, -0.186], [-1.102, 1.157, 0.217], [-1.516, 0.146, 1.645], [-1.119, -0.653, -1.239], [-0.634, -1.833, 0.031], [-2.306, -1.239, -0.057]], "atomic_forces_ev_per_a": [[-1.754, -1.350, 2.075], [4.848, -0.872, -1.097], [0.908, -0.603, 0.374], [-3.138, 2.646, -1.303], [-1.399, 0.479, 0.016], [-0.015, -0.199, -0.360], [-0.092, -0.343, 0.408], [0.390, 0.164, -0.291], [0.060, -0.248, 0.259], [-0.205, 0.181, -0.019], [0.397, 0.144, -0.060]]}

=====

[6]
{"formula": "C35H28GaN6O6", "method": "wB97M-V/def2-TZVPD", "gap_ha": 0.2898, "total_charge": 1, "homo_ev": -10.6, "multiplicity": 1, "max_force_ev_per_a": 0.54, "elements": ["Ga", "C", "N", "C", "C", "C", "C", "C", "C", "N", "C", "C", "C", "C", "C", "C", "N", "C", "C", "C", "C", "C", "N", "H", "H", "H", "H", "H", "H", "H", "H", "H", "H", "H", "H", "H", "H", "H", "H", "H", "H", "C", "C", "C", "C", "C", "C", "C", "C", "C", "C", "H", "H", "H", "H", "H", "H", "H", "O", "C", "O", "C", "C", "C", "C", "C", "C", "N", "O", "O", "N", "O", "O", "H", "H", "H"], "coordinates": [[0.121, -0.364, -0.862], [-1.853, 0.380, -3.175], [-1.714, -0.598, -2.071], [-1.685, -1.955, -2.644], [-1.217, -2.931, -1.608], [-1.854, -4.126, -1.343], [-1.342, -4.944, -0.349], [-0.217, -4.532, 0.346], [0.349, -3.313, 0.035], [-0.134, -2.525, -0.935], [-2.846, -0.398, -1.159], [-2.585, 0.813, -0.303], [-3.595, 1.372, 0.466], [-3.282, 2.405, 1.324], [-1.965, 2.850, 1.387], [-1.024, 2.254, 0.579], [-1.329, 1.260, -0.274], [-0.580, 0.569, -3.950], [-0.559, 1.251, -5.159], [0.659, 1.409, -5.794], [1.803, 0.885, -5.203], [1.684, 0.233, -3.992], [0.506, 0.072, -3.380], [-2.167, 1.336, -2.754], [-2.655, 0.040, -3.840], [-0.965, -1.934, -3.465], [-2.664, -2.232, -3.046], [-2.734, -4.407, -1.905], [-1.824, -5.881, -0.110], [0.209, -5.135, 1.135], [1.203, -2.936, 0.579], [-2.952, -1.262, -0.501], [-3.772, -0.274, -1.732], [-4.599, 0.975, 0.405], [-4.045, 2.851, 1.947], [-1.670, 3.647, 2.055], [0.011, 2.566, 0.609], [-1.472, 1.645, -5.585], [0.719, 1.934, -6.737], [2.771, 0.985, -5.669], [2.549, -0.165, -3.477], [3.735, 3.894, -0.720], [2.375, 3.726, -1.064], [1.831, 2.475, -1.108], [2.603, 1.321, -0.811], [2.040, 0.011, -0.845], [2.890, -1.064, -0.753], [4.280, -0.900, -0.534], [4.805, 0.349, -0.397], [3.983, 1.492, -0.551], [4.519, 2.804, -0.484], [4.157, 4.889, -0.671], [1.773, 4.592, -1.307], [0.803, 2.339, -1.427], [2.517, -2.073, -0.860], [4.919, -1.769, -0.461], [5.861, 0.486, -0.203], [5.571, 2.924, -0.257], [-2.113, -1.557, 1.437], [-1.074, -1.029, 1.807], [-0.098, -0.686, 1.036], [-0.845, -0.713, 3.259], [0.320, -0.080, 3.671], [0.474, 0.208, 5.012], [-0.473, -0.109, 5.965], [-1.614, -0.742, 5.512], [-1.825, -1.052, 4.184], [-2.659, -1.098, 6.499], [-3.655, -1.639, 6.075], [-2.436, -0.837, 7.657], [1.712, 0.894, 5.450], [2.553, 1.102, 4.604], [1.765, 1.257, 6.600], [1.091, 0.184, 2.962], [-0.332, 0.129, 7.009], [-2.732, -1.545, 3.867]], "atomic_forces_ev_per_a": [[-0.411, -0.213, -0.149], [-0.065, 0.004, 0.001], [0.119, 0.128, -0.224], [-0.042, -0.043, -0.063], [0.120, 0.085, 0.058], [0.069, -0.027, -0.096], [-0.006, -0.016, 0.021], [0.026, -0.009, -0.011], [0.027, 0.006, -0.120], [-0.244, -0.027, 0.063], [-0.163, -0.023, -0.099], [-0.073, -0.074, -0.019], [0.023, -0.013, -0.060], [0.069, 0.058, 0.039], [-0.074, 0.002, -0.009], [0.040, -0.002, -0.083], [0.158, -0.027, 0.246], [-0.046, 0.031, -0.021], [0.017, -0.062, 0.031], [0.059, -0.009, 0.011], [-0.028, 0.019, -0.031], [-0.052, -0.002, 0.029], [0.189, 0.025, 0.041], [0.036, -0.009, 0.013], [-0.012, 0.050, 0.023], [-0.077, -0.079, 0.008], [0.008, 0.015, 0.052], [-0.021, 0.012, 0.011], [0.003, -0.014, 0.000], [0.006, -0.008, 0.006], [-0.006, 0.029, 0.047], [0.075, 0.035, -0.013], [-0.005, -0.003, 0.043], [-0.015, -0.009, -0.005], [-0.008, 0.010, 0.008], [-0.001, 0.010, 0.008], [0.011, -0.025, -0.014], [-0.017, 0.005, -0.006], [0.005, 0.003, -0.016], [0.018, 0.016, -0.013], [-0.001, -0.026, 0.017], [-0.048, 0.034, -0.025], [0.043, 0.034, 0.008], [0.029, -0.080, -0.013], [-0.105, 0.031, -0.126], [0.162, 0.000, 0.034], [0.111, 0.149, 0.052], [-0.088, -0.002, -0.036], [0.018, 0.024, -0.030], [0.047, 0.064, 0.024], [-0.022, -0.062, -0.021], [0.001, 0.010, -0.001], [-0.001, 0.008, -0.002], [0.008, 0.037, 0.029], [-0.036, -0.085, 0.036], [0.000, -0.039, 0.005], [0.027, 0.009, 0.023], [0.021, -0.003, 0.016], [-0.087, -0.097, 0.057], [0.041, -0.012, -0.076], [0.200, 0.192, 0.247], [-0.061, -0.049, 0.037], [-0.045, -0.044, -0.016], [0.138, -0.074, 0.092], [-0.018, -0.002, -0.041], [-0.067, 0.022, 0.027], [0.066, 0.028, -0.013], [0.187, -0.075, -0.108], [-0.203, -0.052, -0.073], [0.011, 0.087, 0.203], [-0.372, 0.332, -0.196], [0.228, -0.092, -0.086], [0.103, -0.099, 0.251], [-0.002, -0.007, 0.012], [0.002, -0.008, -0.015], [0.000, 0.001, 0.001]]}